1.
Molecular formula: C40H49As2Br2GeMgN4
Method: DFT, ωB97M-V/def2-TZVPD

HOMO energy: -0.602 Ha
HOMO-LUMO gap: 7.73 eV
LUMO: -8.65 eV
calculated total energy: -13668.4847 hartree
ΔE to the lowest compared entry with this formula, charge and spin: 123.2 kJ/mol
net charge: +3
M: 992.43 g/mol

Positions of all 99 atoms, in Å:
Mg: 0.50464 -0.54182 -1.30584
Br: -3.01281 -5.83438 1.49677
C: -2.05928 -4.35760 0.80558
C: -1.35582 -3.51076 1.66611
C: -0.66252 -2.45820 1.11118
N: -0.63051 -2.17979 -0.19004
C: -1.24805 -3.02332 -1.03190
C: -1.99177 -4.10643 -0.56230
C: -1.04440 -2.77858 -2.47444
C: -1.44211 -3.70136 -3.43821
C: -1.21026 -3.43150 -4.78577
Br: -1.71437 -4.67203 -6.11755
C: -0.59271 -2.22534 -5.12141
C: -0.20813 -1.38224 -4.09926
N: -0.41839 -1.64068 -2.81171
H: -1.36436 -3.67935 2.73094
H: -0.07315 -1.81068 1.75841
H: -2.52610 -4.75526 -1.23488
H: -1.90906 -4.63491 -3.17278
H: -0.41471 -1.97441 -6.15260
H: 0.28871 -0.44743 -4.32910
C: 1.50877 0.58214 3.65565
As: 1.59118 0.30191 1.69581
C: 2.62184 1.93628 1.29836
C: 3.06463 -1.08749 1.63706
C: 3.93306 -0.99781 2.72201
C: 4.97981 -1.88553 2.89958
C: 5.18823 -2.89184 1.97458
C: 4.36294 -2.96200 0.86913
C: 3.30044 -2.07724 0.67611
As: 2.28856 -2.36588 -0.98698
C: 1.80219 -4.24788 -0.77794
C: 3.66922 -2.66635 -2.34708
H: 2.38813 1.10874 4.02919
H: 1.40951 -0.36299 4.19537
H: 0.64608 1.21406 3.88942
H: 3.68856 1.70517 1.34114
H: 2.40573 2.68926 2.05830
H: 2.38239 2.34859 0.31899
H: 3.80970 -0.21234 3.45157
H: 5.61979 -1.78689 3.76169
H: 5.99112 -3.60089 2.09985
H: 4.54287 -3.73330 0.12706
H: 2.70038 -4.86968 -0.80160
H: 1.16350 -4.55612 -1.60814
H: 1.27314 -4.42532 0.15836
H: 4.54721 -3.16310 -1.92724
H: 3.98497 -1.74997 -2.84508
H: 3.22743 -3.33545 -3.09360
C: -2.41217 2.27873 -3.01915
C: -1.82295 1.33720 -2.17162
N: -0.51942 1.15144 -2.08099
C: 0.28501 1.88814 -2.87241
C: -0.21259 2.84927 -3.78780
C: -1.60639 3.03610 -3.83755
C: 0.68981 3.59229 -4.60438
C: 2.03097 3.43109 -4.48715
C: 2.57251 2.49084 -3.56225
C: 3.95609 2.31257 -3.38678
C: 4.40279 1.40743 -2.45135
C: 3.46248 0.66053 -1.73715
N: 2.15596 0.78154 -1.89756
C: 1.70283 1.69799 -2.77241
H: -3.48368 2.39232 -3.02673
H: -2.44545 0.71682 -1.53856
H: -2.01700 3.76636 -4.51959
H: 0.28076 4.29567 -5.31331
H: 2.71374 4.01559 -5.08269
H: 4.64712 2.89173 -3.98087
H: 5.45592 1.25057 -2.27593
H: 3.80616 -0.06250 -1.00131
C: -5.60314 0.85867 4.18390
C: -4.43889 0.34907 3.34189
C: -3.13071 0.42008 4.12255
C: -1.93871 -0.19296 3.38881
Ge: -1.24853 0.86764 1.78511
C: -0.84897 2.84415 1.55868
C: -1.82097 3.78810 2.25361
C: -3.21450 3.72220 1.64027
C: -4.22018 4.58738 2.38932
H: -6.52469 0.86560 3.60676
H: -5.41679 1.86849 4.54164
H: -5.75080 0.21263 5.04552
H: -4.35489 0.94293 2.42507
H: -4.63874 -0.68465 3.05313
H: -3.26859 -0.13774 5.05185
H: -2.92837 1.45732 4.39796
H: -2.23498 -1.15653 2.97036
H: -1.11764 -0.34345 4.09082
H: -1.81124 0.23357 0.47799
H: -0.85205 3.01842 0.47778
H: 0.16019 3.01447 1.93942
H: -1.44114 4.80825 2.15862
H: -1.87195 3.56072 3.32184
H: -3.54064 2.67169 1.64672
H: -3.16861 4.04923 0.59888
H: -4.30296 4.28292 3.43059
H: -5.20338 4.51605 1.93066
H: -3.91686 5.63198 2.36501



2.
Molecular formula: C40H49AuI2N4O6SSi
Method: DFT, ωB97M-V/def2-TZVPD

HOMO energy (alpha / beta): -0.289 / -0.289 Ha
HOMO-LUMO gap (alpha / beta): 6.68 / 6.68 eV
LUMO (alpha / beta): -1.20 / -1.20 eV
calculated total energy: -3643.1036 hartree
net charge: 0
M: 1192.78 g/mol

Positions of all 104 atoms, in Å:
Au: -0.12646 0.50188 0.63694
I: 3.34583 6.73498 1.62343
C: 2.59563 4.80260 1.85793
C: 3.47424 3.74722 2.01358
C: 2.97414 2.46320 2.14434
I: 4.29452 0.92721 2.61365
C: 1.60142 2.20462 2.08607
O: 1.17292 0.93898 2.14008
C: 0.71633 3.31151 2.10584
C: -0.74452 3.17367 2.51624
N: -1.56385 2.33483 1.66075
C: -2.11274 2.81661 0.41720
C: -2.60756 1.64051 -0.40470
C: -3.77188 1.73430 -1.14982
C: -4.17338 0.67661 -1.93990
C: -3.42282 -0.48653 -1.94222
C: -2.29500 -0.54354 -1.15193
N: -1.90257 0.49668 -0.41555
C: 1.22625 4.59133 1.94284
H: 4.54120 3.91359 2.04145
H: -1.16120 4.17995 2.65647
H: -0.75017 2.68185 3.49281
H: -2.25944 1.81816 2.18343
H: -1.32697 3.31337 -0.16010
H: -2.93390 3.53749 0.53567
H: -4.33481 2.65639 -1.11933
H: -5.06652 0.75524 -2.54349
H: -3.70581 -1.34587 -2.53144
H: -1.69966 -1.43526 -1.06750
H: 0.54560 5.43247 1.93829
C: 2.15331 -2.50480 2.94040
C: 2.08694 -3.13020 1.55452
C: 2.87633 -2.31189 0.54994
C: 2.56195 -4.57814 1.58416
O: 0.72674 -3.17373 1.07670
Si: -0.72427 -2.84720 1.70270
S: -1.15002 -0.82842 2.23212
O: -0.90824 -3.77183 3.02666
C: -1.81968 -3.80859 4.13234
C: -1.33221 -2.84244 5.20525
C: -1.77724 -5.24208 4.64987
C: -3.22672 -3.45392 3.66495
O: -1.80597 -3.24871 0.53189
C: -1.90422 -4.47122 -0.22298
C: -3.36161 -4.56418 -0.65694
C: -0.98262 -4.37274 -1.43646
C: -1.52806 -5.67661 0.62904
H: 3.18083 -2.52849 3.30430
H: 1.52417 -3.05418 3.63873
H: 1.83373 -1.46291 2.91089
H: 3.92667 -2.25649 0.83474
H: 2.50762 -1.28816 0.50446
H: 2.80824 -2.76047 -0.44153
H: 3.61583 -4.62579 1.85519
H: 2.43583 -5.03403 0.60212
H: 1.98973 -5.15368 2.31224
H: -0.32053 -3.10577 5.51281
H: -1.98283 -2.89012 6.07916
H: -1.31982 -1.81893 4.83433
H: -0.74998 -5.52247 4.88291
H: -2.16156 -5.93318 3.89966
H: -2.37931 -5.34081 5.55323
H: -3.26515 -2.44209 3.26292
H: -3.92781 -3.51351 4.49800
H: -3.55308 -4.14348 2.88703
H: -3.63454 -3.69195 -1.25062
H: -4.01407 -4.59913 0.21437
H: -3.52897 -5.45920 -1.25519
H: -1.29612 -3.55890 -2.09122
H: -1.01142 -5.29611 -2.01501
H: 0.04190 -4.19066 -1.11534
H: -2.12833 -5.70449 1.53656
H: -0.47764 -5.64175 0.91426
H: -1.70233 -6.59549 0.06839
O: 3.01621 0.88066 -0.38797
C: 2.25642 1.58019 -1.01307
N: 2.61787 2.49328 -1.96486
C: 1.48664 2.91061 -2.75830
C: 0.34231 2.23541 -1.97203
O: -0.81986 2.33310 -2.31492
N: 0.85711 1.56569 -0.90983
C: 1.59022 2.33523 -4.16570
C: 2.13196 3.08936 -5.19857
C: 2.32061 2.52972 -6.45416
C: 1.96414 1.21256 -6.69029
C: 1.42348 0.45262 -5.66241
C: 1.23969 1.01010 -4.40843
C: 1.23582 4.40927 -2.73634
C: 1.99216 5.26014 -1.94202
C: 1.71631 6.62209 -1.91566
C: 0.67993 7.13830 -2.67414
C: -0.08663 6.28690 -3.46042
C: 0.18914 4.93222 -3.49261
H: 3.55049 2.45001 -2.34150
H: 2.40418 4.12192 -5.02459
H: 2.74386 3.12861 -7.24894
H: 2.10559 0.77819 -7.67042
H: 1.14294 -0.57720 -5.83798
H: 0.82084 0.40478 -3.61379
H: 2.78803 4.86055 -1.32796
H: 2.31318 7.27157 -1.28962
H: 0.46591 8.19837 -2.65311
H: -0.90199 6.68182 -4.05221
H: -0.41083 4.26885 -4.10075